Here is a molecular structure, C31H33KN5O2Se2 from the Open Molecules 2025 dataset. Energies are from ωB97M-V/def2-TZVPD.

The geometry in XYZ format:
```
74
Properties=species:S:1:pos:R:3:mulliken_charge:R:1
C 2.07064 -0.68496 -5.66758 -0.582
H -1.29588 -1.34530 1.49524 0.014
H -5.32241 3.04172 3.43715 0.354
H -0.75830 -3.00916 1.88993 0.366
H 3.49952 -1.08614 -0.38380 -0.030
C -0.16859 0.89085 -5.34355 -0.660
C -0.43355 -2.00034 1.57285 -0.843
Se 2.04690 4.62416 0.65919 -0.091
N -1.99669 0.10801 -0.26818 0.702
H 4.02714 -2.01446 -1.79002 0.414
H 2.95270 -1.30981 -5.78484 0.280
H -3.24967 3.91291 4.53110 0.396
H -1.68298 -0.56935 -2.19758 -0.019
H 0.03402 -2.40738 -1.71022 0.124
H 1.78948 -0.44362 -7.78080 0.362
C 2.24476 -0.18711 3.56373 -0.460
C -2.22436 3.81639 -0.91419 -0.646
C -2.12592 4.55471 0.25604 -0.099
H -0.42992 -3.75383 -0.65308 0.414
C -2.98640 0.57384 0.37980 -1.068
H -2.33985 -2.94032 -1.67756 0.491
C -2.95534 1.47780 1.51952 1.444
H 2.36180 -1.25664 3.67650 0.493
C 3.13909 -1.70444 -1.21525 -0.702
H 0.86576 2.55002 4.97769 0.367
H 3.32452 -0.09396 1.70919 0.362
H -3.34481 -0.81547 -1.60543 0.464
C 2.47904 -2.96222 -0.64753 -0.822
H -0.75135 5.39397 1.68685 0.356
H -1.08023 2.75853 -2.41698 0.503
C 1.42968 -0.20890 -6.78772 -0.779
H -1.04898 1.50869 -5.20530 0.366
H -3.18748 3.54312 -1.32358 0.351
O -0.57673 1.70643 1.69695 0.154
Se 1.85839 4.39038 2.93923 -0.125
N 2.23567 -0.92047 -2.03109 0.351
C 1.55398 0.57040 4.49914 -0.448
C -2.27906 -0.84472 -1.32314 -0.580
C -1.06289 3.38447 -1.53049 -0.161
K 0.64633 0.82943 -0.45068 0.797
H 1.98212 -3.49490 -1.46217 0.303
C -0.87336 4.84478 0.76424 -0.330
H 1.28883 -3.78841 0.92082 0.376
O 0.02409 0.71882 -3.00480 -0.198
C 2.00668 2.47731 3.15278 0.458
C -0.46754 -2.65240 -0.77088 -0.691
H 0.21257 -1.58978 2.34883 0.049
C -3.17284 3.22929 3.69062 -0.656
N 2.67535 1.77546 2.26003 -0.402
H 1.10045 0.10564 5.36548 0.387
C -4.34313 2.74992 3.08090 -1.001
C -1.93335 2.85625 3.23843 -0.385
H -2.48894 -2.52114 0.01385 0.280
H 3.27606 -3.62416 -0.29231 0.490
C -4.20055 1.88361 2.01691 -0.680
C 0.28870 0.59134 -6.59835 -0.468
C -1.94314 -2.27668 -0.90239 -1.295
C 2.77728 0.46175 2.46418 -0.291
C 0.47476 0.42025 -4.14501 0.082
H -3.01420 4.87031 0.78965 0.325
C 2.41372 -1.00274 -3.29309 -0.427
H 3.25889 -1.61219 -3.66252 0.046
H -0.24012 0.97967 -7.46334 0.372
C 1.42796 1.92907 4.29327 -0.412
H -5.09008 1.49122 1.52974 0.336
H -4.00838 0.27815 0.07733 0.010
C 0.22399 4.34358 0.08228 0.329
N 0.15276 3.64000 -1.03391 -0.553
C 1.63852 -0.40491 -4.36111 0.692
C -1.73784 1.97596 2.11637 -0.377
N 0.29942 -2.03540 0.31602 1.373
H 2.08357 -2.26988 1.33828 -0.049
C 1.53612 -2.77758 0.53697 -0.700
H -1.03605 3.25986 3.69391 0.198
```

HOMO (eV): -4.16
LUMO level (eV): 2.20
Charge: -1
Frontier orbital gap (Eh): 0.23384
Calculated total energy (eV): -191248.85919